No. 1
{
  "formula": "C6H20ClNaO8",
  "method": "ωB97M-V/def2-TZVPD",
  "spin_multiplicity": 1,
  "e_lumo_ev": -0.274,
  "elements": ["Na", "Cl", "O", "O", "O", "O", "C", "C", "O", "H", "H", "H", "H", "H", "H", "C", "C", "O", "H", "H", "H", "H", "H", "H", "C", "O", "H", "H", "H", "H", "C", "O", "H", "H", "H", "H"],
  "xyz": [[0.42354, 0.16035, 0.54229], [0.12551, 3.75511, 0.79475], [-1.01739, 4.38682, 1.29229], [0.54503, 2.61401, 1.56708], [0.04622, 3.32117, -0.55234], [1.17121, 4.77675, 0.78317], [0.39297, -0.37551, -3.68326], [0.81891, 0.87899, -3.07211], [1.63118, 0.57586, -1.95010], [0.03508, -0.15485, -4.68890], [-0.40254, -0.90930, -3.16332], [1.17712, -1.13191, -3.65045], [0.00540, 1.56452, -2.83471], [1.50127, 1.39991, -3.74378], [2.12391, 1.39802, -1.89661], [-3.55139, -0.21454, 1.13478], [-2.65224, -0.52724, -0.10116], [-1.74908, 0.51378, -0.39860], [-2.97924, 0.04791, 2.02464], [-4.19811, -1.05100, 1.39971], [-4.20506, 0.65426, 1.05721], [-3.31821, -0.73423, -0.93886], [-2.12252, -1.44399, 0.15779], [-2.33968, 1.16288, -0.78778], [0.35794, -1.30866, 3.63373], [-0.65810, -1.22109, 2.72471], [0.20537, -2.30941, 4.03786], [1.37695, -1.19315, 3.26442], [0.22239, -0.70580, 4.53166], [-1.19662, -1.99233, 2.91653], [3.04028, -2.14487, -0.39602], [2.38234, -1.70786, 0.80266], [3.36663, -3.18080, -0.30404], [2.52480, -2.10103, -1.35543], [3.91764, -1.51747, -0.55322], [2.99843, -1.28514, 1.40544]],
  "forces_ev_per_a": [[-0.1, 0.6, -0.1], [4.3, 2.9, -0.8], [-2.5, -0.4, 0.7], [-0.2, -1.3, 1.1], [-1.5, -1.2, -2.0], [0.0, -0.8, 0.7], [-1.0, -1.5, -0.6], [0.7, 0.7, -0.1], [0.0, 0.4, 0.9], [0.1, -0.4, -0.1], [-0.4, 0.4, 0.2], [0.4, 0.3, -0.6], [-0.1, -0.1, 0.2], [-0.3, 0.2, -0.5], [0.4, 0.0, 0.9], [0.2, 0.4, 0.2], [-1.5, -0.4, 1.7], [-0.2, -0.4, -0.1], [0.5, -0.3, -0.1], [0.1, -0.2, -0.2], [-0.1, 0.1, -0.7], [0.2, -0.1, -0.3], [0.4, 0.1, -0.3], [0.7, 0.8, -0.1], [0.8, -1.4, 2.6], [-1.3, 0.7, -2.0], [1.2, -0.3, 0.4], [-0.2, 0.1, -0.4], [0.0, 0.7, -0.3], [-0.4, 0.4, -0.6], [1.5, 0.0, 0.1], [-1.2, 0.1, -0.7], [0.0, 0.0, 0.3], [-1.0, 0.5, 0.6], [0.2, -0.1, 0.0], [0.3, -0.1, -0.3]]
}

=====

No. 2
{
  "formula": "C22H31BN6OZr",
  "method": "ωB97M-V/def2-TZVPD",
  "total_charge": 2,
  "spin_multiplicity": 1,
  "e_lumo_ev": -7.938,
  "elements": ["H", "N", "B", "N", "C", "Zr", "H", "C", "H", "C", "H", "C", "H", "H", "H", "N", "N", "N", "N", "C", "C", "H", "H", "C", "C", "C", "C", "H", "H", "H", "H", "H", "C", "C", "C", "C", "C", "C", "C", "C", "C", "C", "C", "C", "O", "H", "H", "H", "H", "H", "H", "H", "H", "H", "H", "H", "H", "H", "H", "H", "H", "H"],
  "xyz": [[-1.02281, -3.33835, 0.88782], [-1.82126, -1.95952, -0.52346], [-3.23010, -0.95036, -2.43565], [-3.05546, -1.86812, -1.17388], [-3.88227, -2.80655, -0.68174], [-0.28115, -0.47148, -1.03250], [-4.88300, -2.92740, -1.08183], [-3.19381, -3.53618, 0.29252], [-3.56902, -4.34746, 0.89028], [-1.89908, -3.01610, 0.33208], [-4.31192, -1.08963, -2.93245], [2.95801, 0.39014, -1.87101], [3.90510, 0.51518, -1.33355], [2.39041, 1.32649, -1.80742], [3.17318, 0.17397, -2.92378], [-2.09457, -1.36081, -3.45145], [-2.99847, 0.55786, -2.06166], [-0.75058, -1.22745, -3.10978], [-1.81707, 0.94679, -1.42536], [-2.17891, -1.92039, -4.66798], [-3.71098, 1.65975, -2.34739], [-3.15227, -2.10625, -5.09748], [-4.65478, 1.58264, -2.87173], [-0.89033, -2.17623, -5.13363], [-3.00727, 2.78180, -1.89801], [-0.01795, -1.73900, -4.13154], [-1.82636, 2.31446, -1.32299], [-0.62505, -2.62144, -6.06816], [-3.30360, 3.81012, -1.99346], [1.06676, -1.75147, -4.07189], [-0.99444, 2.83380, -0.86013], [2.39897, -0.45442, -1.41779], [0.40286, -2.67141, 3.50701], [0.20126, -1.50696, 2.54816], [-1.11847, -0.80371, 2.85161], [1.33649, -0.50571, 2.58986], [2.26758, -0.48972, 3.62063], [3.15564, 0.57999, 3.74569], [3.12271, 1.62751, 2.82953], [2.27061, 1.59675, 1.73156], [2.28298, 2.80138, 0.80042], [1.73721, 4.01065, 1.56743], [3.69662, 3.13136, 0.30833], [1.43432, 0.47391, 1.57147], [0.78735, 0.26265, 0.42066], [0.32154, -2.34195, 4.54825], [1.38025, -3.14354, 3.36765], [-0.36766, -3.42910, 3.33682], [0.15265, -1.91511, 1.52913], [-1.08100, -0.35275, 3.85462], [-1.31160, -0.00142, 2.12842], [-1.95338, -1.51273, 2.82323], [2.29416, -1.32060, 4.33809], [3.87058, 0.59307, 4.56621], [3.77865, 2.48717, 2.95977], [1.64226, 2.58397, -0.06504], [2.36848, 4.21128, 2.44387], [1.72728, 4.90826, 0.93774], [0.71706, 3.81652, 1.92020], [4.16409, 2.28567, -0.21100], [3.64933, 3.97994, -0.38797], [4.35023, 3.42027, 1.14266]],
  "forces_ev_per_a": [[-0.4, 0.1, 0.0], [-0.2, 0.0, -0.3], [0.2, -0.1, -0.2], [0.4, 0.1, 0.3], [1.0, 0.3, 0.1], [0.0, 0.1, 1.0], [0.2, 0.1, 0.2], [0.6, 0.0, -0.1], [0.0, -0.1, -0.1], [-1.0, 0.3, -0.4], [0.2, 0.0, 0.1], [-0.1, 0.0, -0.5], [-0.4, -0.2, 0.0], [0.1, -0.2, 0.0], [-0.1, 0.0, 0.3], [0.7, 0.2, 0.2], [0.7, 0.4, 0.3], [-0.1, -0.1, 0.1], [-0.4, 0.2, -0.1], [0.5, 0.2, 0.7], [0.9, -0.5, 0.3], [0.1, 0.0, -0.1], [0.1, 0.0, 0.1], [0.3, 0.2, 0.4], [0.6, 0.0, 0.2], [-1.2, 0.1, -0.2], [-1.1, -0.7, -0.6], [0.1, -0.1, -0.2], [-0.1, 0.1, 0.0], [-0.3, 0.0, -0.2], [-0.2, 0.0, 0.0], [0.3, 0.1, -0.1], [0.0, -0.3, -0.1], [0.4, 0.0, 0.3], [-0.2, 0.2, 0.0], [0.1, 0.0, -0.4], [-0.1, 0.1, 0.2], [0.1, 0.0, -0.1], [-0.1, -0.3, 0.5], [0.0, -0.2, -0.5], [0.2, -0.2, 0.2], [-0.3, 0.1, 0.0], [0.1, 0.0, -0.3], [1.7, 0.5, 1.9], [-2.7, -0.6, -2.4], [0.0, -0.1, -0.2], [-0.2, 0.0, 0.0], [0.0, 0.0, 0.1], [0.1, -0.1, -0.2], [0.0, -0.1, -0.3], [-0.1, 0.0, 0.1], [0.1, 0.1, 0.0], [-0.1, 0.6, -0.3], [-0.2, 0.0, -0.2], [-0.1, -0.3, 0.1], [0.0, 0.1, 0.1], [-0.2, 0.0, -0.2], [0.0, -0.2, 0.1], [0.2, 0.1, 0.0], [-0.1, 0.3, 0.2], [0.1, -0.2, 0.2], [-0.2, -0.1, -0.3]]
}

=====

No. 3
{
  "formula": "C16H28ClN4O4",
  "method": "ωB97M-V/def2-TZVPD",
  "total_charge": -1,
  "spin_multiplicity": 1,
  "relative_energy_ev": 5.577,
  "e_lumo_ev": 2.252,
  "elements": ["Cl", "O", "O", "O", "O", "C", "C", "C", "C", "N", "H", "H", "H", "H", "H", "H", "H", "C", "C", "C", "C", "N", "H", "H", "H", "H", "H", "H", "H", "C", "C", "C", "C", "N", "H", "H", "H", "H", "H", "H", "H", "C", "C", "C", "C", "N", "H", "H", "H", "H", "H", "H", "H"],
  "xyz": [[1.53224, -1.36658, -0.92962], [2.14232, -2.37091, -1.84339], [1.32256, -0.13659, -1.68210], [0.31528, -1.85236, -0.37017], [2.35120, -1.06872, 0.17607], [-1.58949, -10.27917, -0.03341], [-1.30261, -8.79449, -0.40459], [0.07376, -8.45308, -0.78806], [1.16469, -8.82478, 0.24871], [2.02870, -9.09550, 1.00030], [-1.00662, -10.40604, 0.87888], [-1.20093, -11.01511, -0.73734], [-2.64959, -10.47824, 0.12365], [-1.36804, -8.18541, 0.49699], [-1.95229, -8.44087, -1.20520], [0.15984, -7.37233, -0.90062], [0.27281, -8.96651, -1.72874], [6.44959, 7.01470, -1.74393], [5.12120, 6.37770, -2.04138], [5.18685, 4.84724, -1.77601], [6.19863, 3.96022, -2.46787], [6.98910, 3.29071, -2.97452], [6.38214, 8.06620, -2.02304], [7.19041, 6.62956, -2.44460], [6.95856, 6.87649, -0.79002], [4.99088, 6.71655, -3.06914], [4.35858, 6.96273, -1.52731], [4.31377, 4.52414, -2.34296], [5.02660, 4.54777, -0.74027], [-5.38317, -0.84160, -1.13723], [-4.80555, 0.60916, -1.22555], [-5.55191, 1.51212, -2.16128], [-7.01968, 1.49566, -2.35094], [-8.17490, 1.49733, -2.47748], [-4.64663, -1.41876, -0.57822], [-5.61628, -1.45121, -2.01023], [-6.40534, -0.78950, -0.76232], [-3.80857, 0.44724, -1.63531], [-4.69709, 1.15842, -0.29033], [-5.14584, 1.40739, -3.16738], [-5.32220, 2.54031, -1.88175], [-0.70480, 3.43508, 5.65797], [-0.05667, 2.61482, 4.56504], [-0.28263, 3.32573, 3.15365], [0.46280, 4.58092, 2.99158], [1.07264, 5.61349, 2.85915], [-0.37377, 3.16548, 6.66089], [-1.78178, 3.60077, 5.63061], [-0.48063, 4.48950, 5.49659], [-0.60398, 1.67957, 4.44726], [1.02027, 2.45147, 4.60520], [-1.31545, 3.49528, 2.84928], [0.16076, 2.67419, 2.40065]],
  "forces_ev_per_a": [[0.4, -0.1, -2.3], [-0.8, 1.1, 1.4], [-0.3, -0.5, 0.0], [-1.6, -0.7, -0.4], [2.2, 0.2, 1.4], [0.8, 1.0, 0.1], [-1.2, -0.6, 1.1], [2.7, -0.6, 0.1], [1.0, -0.5, 0.6], [-2.5, 0.7, -2.1], [-0.3, -0.5, 0.2], [0.0, 0.2, -0.3], [0.1, 0.1, 0.2], [-1.3, 0.0, 0.1], [-0.2, 0.2, 0.2], [0.1, -0.1, -0.3], [0.7, 0.2, -0.1], [1.4, 0.7, -0.6], [1.8, 0.4, 0.4], [-1.5, -0.5, -2.0], [0.4, 1.3, 0.8], [-0.5, 0.3, 0.2], [0.2, 0.3, 0.5], [0.1, -0.2, -0.2], [-0.7, 0.1, 0.4], [-0.4, -1.1, -0.4], [-0.4, -0.9, 0.5], [-0.6, -0.5, 0.5], [0.3, 0.1, -0.1], [-0.3, 0.7, 0.6], [-0.3, -1.8, -0.7], [-0.2, 1.4, -1.4], [-1.2, -0.6, 0.6], [1.7, 0.0, 0.1], [-0.6, -0.2, 0.5], [0.8, 0.7, -0.9], [0.2, -0.2, 1.1], [0.1, 0.6, 0.1], [-0.1, -0.8, 0.4], [0.0, -0.1, -0.1], [0.0, 0.2, -0.1], [0.5, 1.4, 0.3], [-1.6, 0.8, -2.0], [1.0, -0.5, 0.2], [2.8, 5.2, -0.3], [-3.0, -5.2, 0.7], [-0.2, 0.0, 0.0], [-0.3, -1.3, -0.1], [0.9, 0.2, 0.3], [0.4, -0.3, 0.1], [-0.2, 0.0, 0.6], [-0.1, -0.1, 0.4], [-0.2, -0.2, -0.1]]
}

=====

| no. | gap between HOMO and LUMO (eV) | calculated total energy (eV) |
| --- | --- | --- |
| 1 | 8.26 | -39857.0409 |
| 2 | 5.85 | -36250.8076 |
| 3 | 8.11 | -43710.4899 |